Molecular formula: C12H28O6Sn
Method: DFT, ωB97M-V/def2-TZVPD

Geometry (Å):
Sn1 -6.7155 25.7383 -8.7148
C1 -7.4685 26.5028 -5.1820
O1 -6.7018 27.1319 -6.2122
C2 -5.8106 28.1079 -5.7049
C3 -5.1638 28.5535 -6.9841
O2 -4.7522 27.3611 -7.6408
C4 -4.0002 27.5662 -8.8072
C5 -4.8206 28.0279 -10.0065
O3 -6.0053 27.2530 -10.1070
C6 -6.6810 27.6305 -11.3174
H1 -8.0633 27.2336 -4.6286
H2 -6.8238 26.0650 -4.4122
H3 -8.0922 25.7109 -5.5935
H4 -5.0450 27.6261 -5.0919
H5 -6.3024 28.9371 -5.1974
H6 -4.3172 29.2368 -6.8707
H7 -5.8604 29.1145 -7.6178
H8 -3.5897 26.5751 -9.0204
H9 -3.0830 28.1322 -8.6270
H10 -4.1296 28.0855 -10.8518
H11 -5.0679 29.0820 -9.8313
H12 -7.6793 27.1979 -11.3089
H13 -6.1628 27.2835 -12.2092
H14 -6.8750 28.7048 -11.3090
C7 -7.8618 25.4830 -12.2722
O4 -6.6012 25.4017 -11.5834
C8 -5.6139 24.7308 -12.3618
C9 -4.3470 24.6563 -11.5494
O5 -4.7080 24.1643 -10.2731
C10 -3.5754 23.7739 -9.5152
C11 -3.9928 23.2788 -8.1698
O6 -4.8039 24.1709 -7.4294
C12 -5.1137 23.5872 -6.1709
H15 -8.2561 24.4658 -12.1835
H16 -7.9533 25.7975 -13.3110
H17 -8.5816 26.0734 -11.7020
H18 -5.4462 25.3107 -13.2730
H19 -6.0090 23.7613 -12.6772
H20 -3.9062 25.6589 -11.5811
H21 -3.5963 24.0298 -12.0373
H22 -2.7825 24.5241 -9.4366
H23 -3.0940 22.9388 -10.0336
H24 -3.0683 23.1012 -7.6164
H25 -4.5261 22.3316 -8.2816
H26 -6.0526 23.0252 -6.1688
H27 -5.1793 24.2995 -5.3634
H28 -4.3501 22.8512 -5.9155

## Properties
- frontier orbital gap (eV) = 9.0
- energy relative to the best compared isomer or geometry (same formula, charge and spin) (kJ/mol) = 118.94
- total charge = +2